# 1
# C13H15FN6O2Zn

A molecular structure, C13H15FN6O2Zn in a non-equilibrium geometry (ωB97M-V/def2-TZVPD, the Open Molecules 2025 dataset).

```
38
C13H15FN6O2Zn (ωB97M-V/def2-TZVPD)
C 3.534 -2.498 -0.180
C 2.587 -1.646 -1.263
N 3.006 -0.162 -1.324
C 2.373 0.464 -0.064
C 3.274 0.754 1.274
N 4.748 0.417 1.322
C 2.511 1.395 2.593
C 0.876 1.712 2.525
F 0.264 2.272 3.786
C -0.050 1.400 1.168
N -1.518 1.701 1.286
C -2.165 1.327 -0.017
C -3.823 1.529 -0.100
C -4.469 0.091 0.376
C -4.399 -1.323 -0.451
N -5.141 0.051 1.604
C -1.443 0.748 -1.356
O -2.225 0.462 -2.594
N -2.049 1.448 -3.499
O -2.235 2.555 -3.002
N 0.034 0.477 -1.407
C 0.738 0.784 -0.116
H 3.247 -2.102 0.904
H 3.257 -3.635 -0.194
H 4.658 -2.259 -0.400
H 1.484 -1.792 -0.888
H 2.626 -2.118 -2.352
H 2.609 0.295 -2.178
H 5.033 -0.120 0.474
H 5.315 1.282 1.466
H 3.142 1.590 3.569
H -4.182 1.893 -1.159
H -4.092 2.308 0.750
H -3.935 -2.215 0.188
H -3.796 -1.285 -1.453
H -5.497 -1.678 -0.742
H -5.500 -0.942 1.711
Zn 1.200 -3.181 -0.260
```

The value obtained for the strongest force on any atom is 0.152 Eh/bohr. Its net charge is +2. As for the multiplicity: 1. The value obtained for the total energy is -77855.9784 eV.

***

# 2
# F4NP

F4NP in the gas phase in a non-equilibrium geometry (ωB97M-V/def2-TZVPD, the Open Molecules 2025 dataset).

```
6
F4NP (ωB97M-V/def2-TZVPD)
N 0.637 -0.064 -0.184
F 1.192 1.184 -0.491
F 1.441 -0.448 0.855
F -1.219 -1.297 0.265
F -1.729 0.535 -0.795
P -1.026 0.171 0.580
```

The SMILES is FN(F)P(F)F. The value obtained for the strongest force on any atom is 0.068 Eh/bohr. Its net charge is 0. The energy above the lowest of the compared OMol25 structures with the same formula, charge and spin comes out at 2.0576 eV. As for the multiplicity: 1. The value obtained for the total energy is -21646.4959 eV.

***

# 3
# C3H7N4

A gas-phase ion, C3H7N4 (charge +1) in a non-equilibrium geometry (ωB97M-V/def2-TZVPD, the Open Molecules 2025 dataset).

```
14
C3H7N4 (ωB97M-V/def2-TZVPD)
C -0.215 0.559 1.410
C -0.339 0.484 -0.731
C 0.975 -1.471 0.537
N -0.812 1.616 -0.427
N -0.772 1.696 0.849
N 0.165 -0.222 0.369
N -0.095 -0.039 -2.317
H 0.025 0.489 2.458
H 1.417 -1.373 1.576
H 0.335 -2.402 0.338
H 1.748 -1.596 -0.262
H -1.319 2.293 1.366
H -0.410 0.722 -2.915
H -0.703 -0.755 -2.252
```

The SMILES is C[n+]1c[nH]nc1N. The value obtained for the strongest force on any atom is 0.141 Eh/bohr. Its net charge is +1. The energy above the lowest of the compared OMol25 structures with the same formula, charge and spin comes out at 2.2632 eV. As for the multiplicity: 1. The value obtained for the total energy is -9176.2532 eV.

***

# 4
# C29H21F3N5O3Tl

A molecular structure, C29H21F3N5O3Tl (ωB97M-V/def2-TZVPD, the Open Molecules 2025 dataset).

```
62
C29H21F3N5O3Tl (ωB97M-V/def2-TZVPD)
Tl -0.030 -0.931 0.661
C -0.295 3.137 2.925
C 0.041 1.769 2.426
N -0.616 1.166 1.510
N -1.630 1.778 0.866
C -2.323 0.925 0.119
O -2.191 -0.330 0.097
C -3.316 1.541 -0.810
C -4.037 0.706 -1.660
C -4.897 1.246 -2.603
C -5.044 2.623 -2.701
C -4.332 3.458 -1.849
C -3.471 2.920 -0.905
C 1.204 1.034 2.984
C 1.921 1.532 4.066
C 3.009 0.821 4.544
C 3.367 -0.364 3.925
C 2.606 -0.796 2.852
N 1.553 -0.123 2.401
H -1.072 3.566 2.301
H -0.657 3.089 3.955
H 0.585 3.782 2.909
H -3.897 -0.363 -1.578
H -5.450 0.592 -3.266
H -5.711 3.048 -3.440
H -4.445 4.532 -1.924
H -2.901 3.561 -0.248
H 1.625 2.461 4.530
H 3.572 1.191 5.391
H 4.213 -0.948 4.257
H 2.843 -1.712 2.325
O -1.076 -2.271 2.083
N -0.369 -3.103 2.750
N 0.753 -3.395 2.225
O 1.171 -2.911 1.089
C 1.622 -4.288 2.946
C 1.385 -4.573 4.284
C 2.247 -5.436 4.940
C 3.331 -5.994 4.273
C 3.553 -5.689 2.938
C 2.697 -4.831 2.263
H 0.544 -4.127 4.792
H 2.076 -5.670 5.982
H 4.002 -6.664 4.794
H 4.395 -6.124 2.417
H 2.842 -4.579 1.224
F -0.393 4.066 -7.180
C -0.318 2.732 -7.359
F -1.483 2.360 -7.926
F 0.648 2.513 -8.266
C -0.075 2.008 -6.067
C -1.050 2.082 -5.078
C -0.862 1.428 -3.876
C 0.308 0.694 -3.651
C 1.278 0.630 -4.648
C 1.087 1.285 -5.854
C 0.471 0.021 -2.394
C 0.551 -0.494 -1.304
H -1.958 2.646 -5.246
H -1.621 1.479 -3.106
H 2.181 0.061 -4.473
H 1.841 1.232 -6.627
```

The value obtained for the strongest force on any atom is 0.005 Eh/bohr. Its net charge is 0. The energy above the lowest of the compared OMol25 structures with the same formula, charge and spin comes out at 0.0000 eV. As for the multiplicity: 1. The value obtained for the total energy is -56848.0068 eV.

***

# 5
# C5H11N

C5H11N in the gas phase (ωB97M-V/def2-TZVPD, the Open Molecules 2025 dataset).

```
17
C5H11N (ωB97M-V/def2-TZVPD)
C 0.750 -1.450 0.514
C 0.064 -0.446 -0.403
C 0.801 -0.318 -1.734
N 0.022 0.884 0.214
C -1.262 1.552 0.284
C -0.601 1.045 1.511
H 1.736 -1.079 0.816
H 0.160 -1.633 1.418
H 0.878 -2.408 -0.001
H -0.960 -0.812 -0.602
H 1.835 0.000 -1.556
H 0.326 0.431 -2.376
H 0.815 -1.275 -2.267
H -2.137 0.990 -0.047
H -1.283 2.612 0.046
H -0.089 1.726 2.189
H -1.054 0.178 1.992
```

The SMILES is CC(C)N1CC1. The value obtained for the strongest force on any atom is 0.006 Eh/bohr. Its net charge is 0. The energy above the lowest of the compared OMol25 structures with the same formula, charge and spin comes out at 1.2067 eV. As for the multiplicity: 1. The value obtained for the total energy is -6852.3219 eV.

***

# 6
# C9H11N3OsS2

A molecular structure, C9H11N3OsS2 (ωB97M-V/def2-TZVPD, the Open Molecules 2025 dataset).

```
26
C9H11N3OsS2 (ωB97M-V/def2-TZVPD)
Os -0.317 -0.171 0.672
C 2.784 -3.746 -2.227
S 2.162 -3.916 -0.534
C 1.560 -2.333 -0.225
S -0.044 -2.290 0.650
N 2.158 -1.241 -0.537
N 1.450 -0.110 -0.224
C 1.951 1.051 -0.479
C 1.124 2.204 -0.154
C 1.511 3.498 -0.431
C 0.628 4.537 -0.141
C -0.607 4.246 0.415
C -0.932 2.926 0.682
N -0.094 1.918 0.408
H 3.186 -4.730 -2.466
H 3.577 -3.008 -2.283
H 1.955 -3.519 -2.890
H 2.937 1.134 -0.922
H 2.480 3.694 -0.868
H 0.907 5.561 -0.352
H -1.320 5.026 0.644
H -1.884 2.661 1.126
C -0.686 -0.077 2.620
H -0.457 -0.888 3.302
H -1.774 -0.146 2.280
H -0.470 0.893 3.064
```

The value obtained for the strongest force on any atom is 0.009 Eh/bohr. Its net charge is +2. As for the multiplicity: 1. The value obtained for the total energy is -38100.3271 eV.

***

# 7
# C17H20N2O3S

C17H20N2O3S in the gas phase in a non-equilibrium geometry (ωB97M-V/def2-TZVPD, the Open Molecules 2025 dataset).

```
43
C17H20N2O3S (ωB97M-V/def2-TZVPD)
C -6.054 -0.693 -0.037
C -4.811 0.056 0.394
O -4.683 0.567 1.479
N -3.857 0.077 -0.591
C -2.594 0.666 -0.579
C -2.126 1.424 0.495
C -0.864 1.985 0.438
C -0.065 1.779 -0.670
C -0.516 1.035 -1.742
C -1.783 0.488 -1.703
H -2.152 -0.083 -2.544
H 0.132 0.908 -2.593
S 1.582 2.450 -0.721
O 1.626 3.660 0.052
O 2.043 2.478 -2.079
N 2.448 1.242 0.050
H 3.316 1.070 -0.435
C 2.600 1.386 1.483
C 3.319 0.189 2.097
H 4.257 0.026 1.563
H 3.560 0.429 3.135
C 2.474 -1.089 2.068
C 2.121 -1.524 0.674
C 0.802 -1.554 0.247
C 0.483 -1.975 -1.032
C 1.482 -2.356 -1.909
C 2.803 -2.330 -1.494
C 3.116 -1.928 -0.209
H 4.148 -1.932 0.115
H 3.588 -2.634 -2.170
H 1.235 -2.679 -2.909
H -0.551 -2.008 -1.342
H 0.013 -1.248 0.920
H 1.559 -0.923 2.640
H 3.039 -1.886 2.561
H 3.137 2.313 1.726
H 1.591 1.467 1.892
H -0.497 2.604 1.241
H -2.757 1.570 1.356
H -4.086 -0.404 -1.450
H -6.776 -0.679 0.774
H -5.808 -1.725 -0.279
H -6.493 -0.221 -0.914
```

The SMILES is CC(=O)Nc1ccc(S(=O)(=O)NCCCc2ccccc2)cc1. The value obtained for the strongest force on any atom is 0.020 Eh/bohr. Its net charge is 0. The energy above the lowest of the compared OMol25 structures with the same formula, charge and spin comes out at 0.9162 eV. As for the multiplicity: 1. The value obtained for the total energy is -37912.0445 eV.

***

# 8
# C3H6N4

C3H6N4 in the gas phase in a non-equilibrium geometry (ωB97M-V/def2-TZVPD, the Open Molecules 2025 dataset).

```
13
C3H6N4 (ωB97M-V/def2-TZVPD)
C -2.235 0.197 0.147
C 0.081 0.230 -0.157
C 2.283 0.141 -0.031
H -3.155 -1.345 -0.180
H -2.319 1.362 0.557
H -1.063 -1.595 -0.310
H 0.023 1.293 -0.224
H 2.371 1.325 -0.226
H 4.094 0.167 -0.070
N -3.454 -0.250 0.241
N -1.083 -0.456 -0.108
N 1.083 -0.606 -0.010
N 3.373 -0.464 0.372
```

The SMILES is [H]/N=C\N/C=N/C=N/[H]. The value obtained for the strongest force on any atom is 0.121 Eh/bohr. Its net charge is 0. The energy above the lowest of the compared OMol25 structures with the same formula, charge and spin comes out at 3.6836 eV. As for the multiplicity: 1. The value obtained for the total energy is -9165.1725 eV.

***

# 9
# C23H20Br2OZn

A molecular structure, C23H20Br2OZn in a non-equilibrium geometry (ωB97M-V/def2-TZVPD, the Open Molecules 2025 dataset).

```
47
C23H20Br2OZn (ωB97M-V/def2-TZVPD)
C 5.713 -2.040 -1.812
O 5.194 -0.700 -1.717
C 3.846 -0.536 -1.759
C 3.384 0.791 -1.586
C 2.043 1.041 -1.470
C 1.075 -0.011 -1.499
C -0.278 0.331 -1.227
C -1.496 -0.374 -1.504
C -2.668 0.425 -1.668
C -3.921 -0.146 -1.808
C -4.060 -1.541 -1.853
C -2.918 -2.347 -1.757
C -1.649 -1.788 -1.586
C 1.546 -1.317 -1.827
C 2.910 -1.591 -1.876
H 6.788 -1.871 -1.813
H 5.422 -2.649 -0.943
H 5.399 -2.531 -2.746
H 4.133 1.576 -1.498
H 1.690 2.072 -1.373
H -0.410 1.372 -0.948
H -2.546 1.510 -1.704
H -4.796 0.498 -1.883
H -5.052 -1.985 -1.948
H -3.018 -3.434 -1.813
H -0.789 -2.453 -1.520
H 0.858 -2.130 -2.068
H 3.275 -2.624 -1.983
Br 3.368 3.399 2.961
Zn 1.629 3.386 1.498
Br -0.201 3.918 0.227
C 0.347 1.101 3.243
C 0.877 0.357 2.163
C -0.197 -0.228 1.462
C -1.428 0.269 2.010
C -1.068 1.128 3.128
C -2.049 1.815 3.838
C -3.389 1.572 3.539
C -3.742 0.664 2.522
C -2.775 -0.012 1.783
H 0.908 1.597 4.035
H 1.931 0.259 1.906
H -0.159 -1.050 0.752
H -1.728 2.531 4.601
H -4.162 2.078 4.112
H -4.794 0.473 2.335
H -3.041 -0.800 1.074
```

The value obtained for the strongest force on any atom is 0.041 Eh/bohr. Its net charge is -2. As for the multiplicity: 1. The value obtained for the total energy is -214726.7160 eV.

***

# 10
# C18H24F5N3RuSi

A molecular structure, C18H24F5N3RuSi in a non-equilibrium geometry (ωB97M-V/def2-TZVPD, the Open Molecules 2025 dataset).

```
52
C18H24F5N3RuSi (ωB97M-V/def2-TZVPD)
Ru -0.009 0.348 -0.473
N -1.061 -1.707 0.074
C -0.678 -2.253 1.376
C -0.688 -1.148 2.419
N 0.152 -0.010 2.038
C 1.560 -0.069 2.452
C 2.440 -0.716 1.391
N 2.266 0.005 0.131
H -2.049 -1.477 0.057
H -0.899 -2.376 -0.669
H 0.314 -2.691 1.285
H -1.358 -3.040 1.712
H -0.381 -1.565 3.384
H -1.711 -0.782 2.522
H -0.258 0.821 2.446
H 1.680 -0.607 3.397
H 1.903 0.957 2.601
H 2.155 -1.754 1.231
H 3.476 -0.700 1.740
H 2.754 -0.467 -0.622
H 2.652 0.942 0.199
C -2.753 2.104 -1.512
Si -1.613 2.143 0.012
C -2.728 2.199 1.549
C -0.461 3.646 -0.024
C 0.412 3.833 -1.099
C 1.243 4.942 -1.151
C 1.202 5.883 -0.131
C 0.319 5.721 0.927
C -0.493 4.598 0.996
H -3.455 2.937 -1.438
H -3.328 1.178 -1.564
H -2.195 2.210 -2.443
H -3.457 2.999 1.419
H -2.180 2.394 2.473
H -3.284 1.269 1.682
H 0.429 3.120 -1.916
H 1.921 5.071 -1.985
H 1.859 6.742 -0.160
H 0.259 6.471 1.705
H -1.164 4.474 1.837
F 1.752 1.222 -2.455
C 0.856 0.514 -3.205
C -0.026 -0.326 -2.533
C -0.910 -1.004 -3.349
F -1.802 -1.846 -2.784
C -0.930 -0.869 -4.726
F -1.807 -1.543 -5.458
C -0.026 -0.016 -5.342
F -0.031 0.120 -6.656
C 0.888 0.690 -4.573
F 1.751 1.524 -5.144
```

The value obtained for the strongest force on any atom is 0.067 Eh/bohr. Its net charge is +1. The energy above the lowest of the compared OMol25 structures with the same formula, charge and spin comes out at 0.0000 eV. As for the multiplicity: 2. Its expectation value of S² is 0.762. The value obtained for the total energy is -47565.5092 eV.

***

# 11
# C2H5N3O3

C2H5N3O3 in the gas phase in a non-equilibrium geometry (ωB97M-V/def2-TZVPD, the Open Molecules 2025 dataset).

```
13
C2H5N3O3 (ωB97M-V/def2-TZVPD)
C 1.239 -0.530 0.000
C -1.437 -0.696 0.373
H 2.776 0.974 0.193
H 0.118 1.247 -0.121
H -0.125 -2.358 -0.088
H -2.181 -1.552 0.877
H -3.609 1.361 -0.104
N 1.057 0.771 0.075
N -0.061 -1.231 0.200
N -1.828 0.470 -0.201
O 2.076 1.599 0.176
O 2.424 -1.042 -0.390
O -3.246 0.395 -0.224
```

The SMILES is O=C(NO)N/C=N/O. The value obtained for the strongest force on any atom is 0.128 Eh/bohr. Its net charge is 0. The energy above the lowest of the compared OMol25 structures with the same formula, charge and spin comes out at 5.2090 eV. As for the multiplicity: 1. The value obtained for the total energy is -12762.3922 eV.